A single C2H4N2S2 molecule. Source: OMol25; level of theory: the ωB97M-V functional and the def2-TZVPD basis.

Calculated values
* relative energy (zero: lowest compared OMol25 entry of this formula, charge and spin): 131.61 kJ/mol
* LUMO energy: -1.147 eV
* total charge: 0
* gap between HOMO and LUMO: 7.939 eV
* HOMO level: -9.086 eV
* SMILES: [H]/N=C(\N)C(=S)S

Cartesian coordinates (Å):
1 H 2.53101 -1.26634 0.45394
2 N 1.66447 -0.80380 0.83179
3 C 1.10366 -0.21615 -0.17681
4 N 1.70269 0.16034 -1.35950
5 C -0.34643 0.02859 -0.07840
6 S -1.29162 0.87408 -1.15990
7 S -0.74017 -0.48216 1.58077
8 H 1.11893 0.48588 -2.09633
9 H 2.68204 -0.09708 -1.49045
10 H -1.93687 0.23628 1.62411

Atoms 1-2, force components in eV/Å:
H -0.514 0.880 0.949
N 0.714 -0.788 -1.951